Formula: C28H38N7OSTa
Source: the Open Molecules 2025 dataset
Level of theory: the ωB97M-V functional and the def2-TZVPD basis

Structure (ORCA input):
```
! RIJCOSX wB97M-V def2-TZVPD def2/J DEFGRID3
* xyz 4 1
Ta -0.34280 1.38831 -0.26811
C 1.32220 -5.46184 1.58655
C 1.69721 -4.15904 0.86278
C 3.24004 -4.10764 0.70124
C 1.05024 -4.13999 -0.52081
C 1.32348 -2.93832 1.68379
C 1.54334 -2.93304 3.08107
C 1.17118 -1.88012 3.88834
C 0.59488 -0.77211 3.27573
S -0.01435 0.66486 4.03502
C -0.46103 1.30939 2.56721
N -0.19958 0.48856 1.50067
C 0.42478 -0.72478 1.89476
C 0.78254 -1.79937 1.09237
C -1.03288 2.61447 2.29279
C -1.50590 3.50577 3.23377
C -2.08648 4.69746 2.78993
C -2.19709 4.98646 1.43229
C -1.72039 4.09931 0.47591
C -1.12611 2.89846 0.88810
H 1.55020 -6.29730 0.92606
H 0.25819 -5.50343 1.82654
H 1.89412 -5.61804 2.49920
H 3.55368 -4.99896 0.15619
H 3.74824 -4.10956 1.66507
H 3.55262 -3.22835 0.13371
H 1.23131 -5.09253 -1.01562
H 1.47307 -3.36411 -1.16654
H -0.03535 -4.01049 -0.45544
H 2.01158 -3.79674 3.53112
H 1.31904 -1.91242 4.96038
H 0.62106 -1.78580 0.02100
H -1.45157 3.29803 4.29594
H -2.46707 5.40349 3.51740
H -2.66210 5.91266 1.11964
H -1.81762 4.36184 -0.57181
C 3.06858 2.88645 1.32437
N 3.52135 2.65082 -0.05240
C 4.89043 3.13269 -0.39377
C 5.10679 3.17091 -1.89201
C 4.54232 1.92561 -2.54551
N 3.10926 1.77944 -2.17514
C 2.17704 1.21669 -3.15216
C 2.74942 2.09803 -0.95217
O 1.46304 1.84293 -0.58466
H 2.54879 2.01221 1.71420
H 2.43195 3.76999 1.38191
H 3.95081 3.05329 1.93617
H 5.60172 2.48080 0.11463
H 4.97736 4.13040 0.03525
H 6.17651 3.22441 -2.09071
H 4.65280 4.06123 -2.32882
H 5.07379 1.02254 -2.23855
H 4.58591 1.99454 -3.62918
H 2.07625 0.13611 -3.03286
H 2.56610 1.41506 -4.14715
H 1.20429 1.71017 -3.09584
C -6.78221 -0.12357 -1.52898
C -5.90654 -1.27079 -2.02361
C -5.44331 -2.17153 -0.88152
C -4.75106 -0.73683 -2.89315
N -3.53726 -0.36789 -2.08549
C -2.60264 -1.18611 -1.52796
N -1.70644 -0.42763 -0.94134
N -2.14857 0.84120 -1.16334
N -3.22204 0.88837 -1.87770
H -7.64182 -0.51668 -0.98898
H -7.15895 0.47535 -2.35788
H -6.23801 0.53491 -0.84400
H -6.48223 -1.89358 -2.71211
H -4.84938 -1.63027 -0.13519
H -4.88386 -3.04441 -1.23196
H -6.31422 -2.55688 -0.35497
H -5.01585 0.19402 -3.39101
H -4.39854 -1.45182 -3.63658
H -2.63429 -2.26527 -1.55606
*
```

Properties
* LUMO energy: -0.5305 Ha
* frontier orbital gap: 4.94 eV
* HOMO level: -19.372 eV
* energy relative to the best compared isomer or geometry (same formula, charge and spin): 16.6 kcal/mol

Formula: C28H39BN2O23
Source: the Open Molecules 2025 dataset
Level of theory: the ωB97M-V functional and the def2-TZVPD basis

Structure (ORCA input):
```
! RIJCOSX wB97M-V def2-TZVPD def2/J DEFGRID3
* xyz 0 1
N -6.49161 -0.67558 -2.82680
C -5.03826 -0.85759 -2.89420
C -4.11458 0.31777 -2.46916
C -2.54762 0.23388 -2.54756
C -1.73568 1.52746 -2.12747
C -1.49514 1.76994 -0.56913
C -2.49982 1.05258 0.44541
C -1.99003 -0.35869 1.03179
O -0.80604 -0.88392 0.38743
N -1.95572 -1.00913 -3.05091
C -0.47738 -1.14009 -3.20620
O 0.37292 -1.22296 -2.27523
O -0.00224 -1.11467 -4.52553
C -2.75831 -2.17023 -3.43467
B -2.10309 -3.58253 -3.96229
O -1.02423 -4.20276 -3.20924
O -2.60975 -4.26567 -5.15289
C -4.32593 -2.16358 -3.37750
H -6.87894 -1.57528 -2.50584
H -6.66971 0.04080 -2.10034
H -4.62352 1.27301 -2.08241
H -2.28593 2.44446 -2.55196
H -0.69487 1.47737 -2.63776
H -0.40313 1.54439 -0.25771
H -1.60752 2.91087 -0.38556
H -2.58009 1.75765 1.37432
H -3.57354 0.91981 0.08072
H -1.71871 -0.22994 2.15326
H -2.83658 -1.13387 0.96796
H -0.54567 -1.75994 0.74012
H -1.15369 -5.17629 -3.18605
H -3.57492 -4.43698 -4.98457
H -4.96995 -3.06574 -3.67444
C -5.54597 -3.34291 -8.87938
C -5.50662 -4.83915 -8.81706
O -5.55468 -5.10254 -7.42192
C -6.13266 -4.02225 -6.83043
O -6.47716 -3.98404 -5.68114
O -6.26997 -2.99276 -7.70766
H -6.05239 -2.97567 -9.77331
H -4.54953 -2.89495 -8.82618
H -6.37569 -5.30138 -9.29444
H -4.59846 -5.25125 -9.25953
C -3.47364 -5.39073 -0.50246
C -2.63659 -4.78291 0.58075
O -3.22147 -3.50055 0.75763
C -4.50735 -3.58378 0.31830
O -5.33317 -2.72905 0.47657
O -4.73503 -4.76291 -0.32363
H -3.56149 -6.47400 -0.40380
H -3.09953 -5.15384 -1.50304
H -2.70445 -5.33533 1.52272
H -1.58664 -4.69517 0.29619
C 1.34588 1.97980 4.52280
C 1.00513 0.52522 4.60320
O -0.41644 0.52457 4.53499
C -0.78712 1.67727 3.91481
O -1.90418 1.91855 3.54523
O 0.27030 2.52115 3.76576
H 2.30032 2.15674 4.02462
H 1.36349 2.46063 5.50548
H 1.40021 -0.04484 3.75728
H 1.35002 0.06895 5.52882
C 4.66406 4.23013 2.47608
C 5.73040 3.53663 1.68578
O 6.29683 2.63816 2.63100
C 5.35131 2.40890 3.58266
O 5.43974 1.57016 4.43637
O 4.29217 3.25283 3.44108
H 3.81050 4.51419 1.86301
H 5.03777 5.11644 2.99729
H 5.32398 2.96075 0.84934
H 6.48434 4.22800 1.30629
C 6.36930 -1.72737 6.57588
C 5.75345 -1.86431 7.93492
O 4.50582 -1.20224 7.78900
C 4.19283 -1.22681 6.46465
O 3.12971 -0.90266 6.01467
O 5.23999 -1.66648 5.71746
H 7.00692 -2.57494 6.31940
H 6.94539 -0.80379 6.46783
H 5.57050 -2.90772 8.20868
H 6.35443 -1.39365 8.71464
C 7.11525 7.94559 -0.19389
C 6.72375 8.58829 1.10172
O 5.38533 8.14877 1.28591
C 5.24142 6.99596 0.57772
O 4.28692 6.27302 0.64857
O 6.32025 6.76810 -0.22013
H 8.17722 7.69830 -0.23294
H 6.86200 8.56237 -1.06099
H 7.32984 8.23855 1.94273
H 6.77277 9.67739 1.05854
*
```

Properties
* LUMO energy: -0.0143 Ha
* frontier orbital gap: 6.95 eV
* HOMO level: -7.336 eV

Formula: C28H39Br2CrN2O4PS
Source: the Open Molecules 2025 dataset
Level of theory: the ωB97M-V functional and the def2-TZVPD basis

Structure (ORCA input):
```
! RIJCOSX wB97M-V def2-TZVPD def2/J DEFGRID3
* xyz 1 4
Cr -0.29179 0.74562 0.91566
N -0.48884 1.77935 2.86535
C -1.73791 2.38171 3.40310
C -2.94324 1.51187 3.05657
C -2.91400 1.35948 1.54744
O -3.43685 2.18768 0.82750
O -2.18464 0.34899 1.12728
H -0.20149 1.02693 3.48699
H 0.26904 2.45667 2.89859
H -1.86074 3.35987 2.93899
H -1.65198 2.52994 4.48029
H -3.85432 2.01552 3.37245
H -2.87290 0.53944 3.54503
Br 4.47955 2.17596 1.65820
C 3.58553 0.64732 2.29532
C 4.27287 -0.27366 3.11019
C 3.65778 -1.40183 3.57282
Br 4.62177 -2.60472 4.66061
C 2.30392 -1.66682 3.24266
C 1.55525 -2.79120 3.65661
C 0.24656 -2.91862 3.27893
C -0.34038 -1.93076 2.47324
N 0.33702 -0.88531 2.04992
C 1.64260 -0.73079 2.42955
C 2.27227 0.44776 1.93439
O 1.57325 1.24369 1.15269
H 5.30480 -0.07593 3.36472
H 2.02713 -3.54061 4.27772
H -0.34669 -3.76608 3.59045
H -1.37631 -1.98764 2.17067
C -1.76471 4.59394 -0.67962
S -0.49897 3.81087 0.29062
C 0.97162 4.45829 -0.47788
O -0.53451 2.35941 -0.19666
H -1.57930 4.39202 -1.73365
H -1.74386 5.66360 -0.47146
H -2.70613 4.15271 -0.35439
H 1.04129 5.52515 -0.26685
H 0.92622 4.27030 -1.54980
H 1.81144 3.92630 -0.03082
C -0.76705 1.37317 -3.30727
C -1.27886 0.08383 -2.65364
C -2.64159 0.39425 -2.02355
C -1.49129 -0.99032 -3.72722
P -0.10356 -0.52751 -1.30343
C -0.69607 -2.24254 -1.04799
C -1.94142 -2.38973 -0.43111
C -2.52045 -3.64141 -0.27820
C -1.86111 -4.77569 -0.72603
C -0.62357 -4.64557 -1.33746
C -0.05256 -3.39269 -1.50658
C 1.66728 -0.58764 -1.94131
C 1.85539 -1.13678 -3.36266
C 2.26117 0.83359 -1.91288
C 2.48983 -1.43456 -0.95765
H -1.56809 1.77034 -3.93537
H 0.09254 1.20667 -3.95130
H -0.51345 2.12919 -2.56471
H -3.30389 0.73981 -2.82193
H -2.59035 1.16562 -1.25968
H -3.10393 -0.48877 -1.58403
H -2.14754 -0.57442 -4.49581
H -1.98001 -1.87427 -3.31855
H -0.56882 -1.30187 -4.21346
H -2.46751 -1.51782 -0.06736
H -3.49272 -3.72577 0.19099
H -2.31063 -5.75274 -0.60719
H -0.10012 -5.52123 -1.69839
H 0.90211 -3.33474 -2.00281
H 1.41374 -0.48774 -4.11432
H 1.46068 -2.13791 -3.51372
H 2.92913 -1.17475 -3.56300
H 1.85781 1.46420 -2.70072
H 3.33803 0.74896 -2.08175
H 2.11608 1.31980 -0.95053
H 2.13063 -2.45514 -0.84513
H 2.52181 -0.97448 0.02656
H 3.51802 -1.47977 -1.32430
*
```

Properties
* LUMO energy (alpha / beta): -0.1095 / -0.1188 Ha
* frontier orbital gap (alpha / beta): 7.57 / 7.42 eV
* HOMO level (alpha / beta): -10.545 / -10.650 eV
* energy relative to the best compared isomer or geometry (same formula, charge and spin): 0.7 kcal/mol

What did we get for F_max? Answer: 1.45, 8.94, 0.22 eV/A, in the order shown.